Below is C12H30BF4N2Na4O8P as an isolated structure at a distorted geometry, with properties calculated with the ωB97M-V functional and the def2-TZVPD basis.

Properties
* highest occupied orbital energy: -5.976 eV
* gap between HOMO and LUMO: 4.211 eV
* total charge: 0
* 2S+1: 1

Last column: Mulliken charge in e.
Geometry (Å):
Na (-3.85, 3.01, 0.05)  0.89
Na (-4.70, 1.91, 3.32)  0.97
Na (-1.42, 1.80, 3.40)  0.88
Na (-0.24, 3.02, 0.11)  0.73
B (-2.05, 0.64, 0.37)  0.13
F (-2.10, 1.43, -0.79)  -0.43
F (-0.92, 0.85, 1.07)  -0.38
F (-3.12, 0.97, 1.24)  -0.34
F (-2.17, -0.64, 0.01)  0.18
P (-2.19, 4.32, 1.92)  0.72
O (-2.30, 4.48, 0.34)  -0.97
O (-2.32, 5.67, 2.63)  -0.80
O (-0.88, 3.61, 2.28)  -0.89
O (-3.34, 3.38, 2.31)  -0.84
C (-2.19, -6.75, 2.57)  -0.77
O (-2.54, -5.45, 2.12)  -0.30
C (-2.23, -5.18, 0.78)  -0.52
C (-2.48, -3.66, 0.64)  -0.55
N (-2.53, -3.19, -0.72)  -0.46
C (-1.26, -3.39, -1.48)  -0.53
C (-1.45, -2.92, -2.92)  -0.52
O (-0.13, -2.71, -3.53)  -0.32
C (-0.27, -2.32, -4.88)  -0.71
H (-1.59, -7.27, 1.82)  0.31
H (-3.11, -7.33, 2.65)  0.27
H (-1.59, -6.89, 3.47)  0.28
H (-2.95, -5.64, 0.11)  0.27
H (-1.20, -5.38, 0.51)  0.40
H (-1.62, -3.10, 1.03)  0.22
H (-3.38, -3.45, 1.21)  0.33
H (-2.63, -2.18, -0.71)  0.62
H (-1.04, -4.45, -1.54)  0.33
H (-0.42, -2.83, -1.07)  0.23
H (-2.01, -1.99, -2.90)  0.32
H (-2.00, -3.62, -3.55)  0.34
H (0.78, -2.10, -5.06)  0.24
H (-0.91, -1.44, -4.94)  0.29
H (-0.68, -3.11, -5.51)  0.30
C (0.38, 1.10, -2.90)  -1.00
O (0.67, 2.34, -2.29)  -0.20
C (2.10, 2.68, -2.25)  -0.90
C (2.84, 2.00, -1.09)  -0.54
N (2.66, 2.94, 0.06)  -0.16
C (3.35, 2.21, 1.21)  -0.71
C (3.53, 3.09, 2.52)  -0.64
O (4.73, 3.94, 2.38)  -0.31
C (5.48, 4.15, 3.53)  -0.73
H (0.56, 0.19, -2.34)  0.34
H (0.90, 1.12, -3.86)  0.44
H (-0.67, 1.05, -3.18)  0.27
H (2.24, 3.76, -2.36)  0.44
H (2.59, 2.44, -3.19)  0.40
H (3.92, 1.94, -1.24)  0.52
H (2.46, 0.98, -0.98)  0.33
H (2.80, 3.94, 0.03)  0.22
H (4.34, 1.95, 0.84)  0.32
H (2.86, 1.25, 1.33)  0.44
H (3.50, 2.35, 3.31)  0.38
H (2.75, 3.84, 2.63)  0.36
H (6.33, 3.47, 3.63)  0.26
H (4.94, 3.97, 4.45)  0.33
H (5.76, 5.20, 3.42)  0.23

=====

Below is the molecule C6H10O2 at a distorted geometry, with properties calculated with the ωB97M-V functional and the def2-TZVPD basis.

Properties
* ΔE to the lowest compared entry with this formula, charge and spin: 208.3 kJ/mol
* highest occupied orbital energy: -9.440 eV
* structure (SMILES): C=CCCCC(=O)O
* gap between HOMO and LUMO: 10.223 eV
* total charge: 0
* 2S+1: 1

Last column: Mulliken charge in e.
Geometry (Å):
C (2.42, 1.54, -0.95)  -0.70
C (1.63, 0.52, -0.65)  -0.22
C (0.89, 0.30, 0.72)  -0.57
C (-0.55, 0.76, 0.55)  -0.79
C (-1.49, -0.44, 0.76)  -0.60
C (-1.51, -1.29, -0.44)  0.63
O (-1.41, -1.19, -1.63)  -0.56
O (-2.04, -2.49, -0.02)  -0.46
H (3.17, 1.56, -1.81)  0.26
H (2.11, 2.50, -0.64)  0.27
H (1.85, -0.36, -1.31)  0.23
H (1.43, 0.94, 1.65)  0.29
H (0.96, -0.73, 1.10)  0.37
H (-0.87, 1.17, -0.38)  0.45
H (-0.78, 1.59, 1.14)  0.49
H (-2.58, -0.11, 0.98)  0.31
H (-1.20, -1.11, 1.56)  0.29
H (-2.03, -3.15, -0.63)  0.31

=====

Below is C4H4O6Tl as an isolated structure at a distorted geometry, with properties calculated with the ωB97M-V functional and the def2-TZVPD basis.

Properties
* highest occupied orbital energy: -14.525 eV
* gap between HOMO and LUMO: 9.344 eV
* total charge: +1
* 2S+1: 1

Last column: Mulliken charge in e.
Geometry (Å):
O (-0.76, -1.76, -1.66)  -0.61
C (-0.32, -0.66, -1.39)  0.91
O (-0.87, 0.38, -0.97)  -0.64
O (1.11, -0.78, -0.91)  -0.22
O (2.68, 0.30, 0.27)  -0.23
C (1.80, 0.59, 1.36)  -0.48
C (1.79, 0.29, -0.67)  0.37
Tl (-2.98, -1.19, -1.32)  0.73
H (2.33, 1.33, 1.97)  0.36
H (1.74, -0.33, 1.97)  0.34
H (1.70, 1.12, -1.39)  0.44
C (0.10, 1.11, 1.28)  0.59
O (-0.11, 2.29, 1.33)  -0.48
H (-1.53, 0.57, 2.06)  0.35
O (-0.69, 0.17, 1.78)  -0.42

=====

Below is a 5-piece molecular cluster, C25H57ClN2O11S overall at a distorted geometry, with properties calculated with the ωB97M-V functional and the def2-TZVPD basis.

Properties
* highest occupied orbital energy: -9.134 eV
* structure (SMILES): CCOCCO[C@]1(Cl)[C@](O)(CCN)OS(=O)(=O)[C@H](N)[C@@]1(C)CC=O.CC(C)O.CC(C)O.CC(C)O.CC(C)O
* gap between HOMO and LUMO: 9.369 eV
* total charge: 0
* 2S+1: 1

Last column: Mulliken charge in e.
Geometry (Å):
C (-4.15, -5.88, -3.14)  -0.89
C (-2.54, -5.48, -3.07)  -0.33
O (-2.40, -4.57, -1.93)  -0.17
C (-2.51, -3.14, -2.35)  -0.49
C (-1.06, -2.40, -1.98)  0.29
O (-0.11, -3.46, -1.72)  -0.39
C (0.97, -3.14, -0.78)  0.20
Cl (1.79, -4.84, -0.58)  -0.20
C (0.50, -2.78, 0.75)  0.37
O (1.51, -3.16, 1.79)  -0.50
C (-0.84, -3.70, 1.14)  -0.47
C (-1.00, -3.94, 2.76)  -0.34
N (-0.34, -5.25, 3.22)  -0.63
O (0.14, -1.40, 1.02)  -0.41
S (1.33, -0.28, 0.56)  1.25
O (2.55, -0.18, 1.53)  -0.61
O (0.63, 1.14, 0.56)  -0.58
C (1.91, -0.56, -1.21)  -1.50
N (0.99, 0.06, -2.27)  -0.32
C (2.16, -2.18, -1.39)  1.03
C (2.22, -2.54, -3.03)  -1.26
C (3.66, -2.45, -0.76)  -0.26
C (4.64, -3.36, -1.77)  0.06
O (5.90, -3.01, -2.04)  -0.55
H (-4.31, -6.97, -3.54)  0.31
H (-4.57, -5.84, -2.04)  0.22
H (-4.77, -5.15, -3.81)  0.23
H (-2.12, -5.07, -4.09)  0.30
H (-1.96, -6.47, -2.80)  0.27
H (-2.75, -3.04, -3.50)  0.36
H (-3.36, -2.56, -1.76)  0.03
H (-0.82, -1.74, -2.94)  0.13
H (-1.30, -1.66, -1.12)  -0.07
H (1.61, -2.43, 2.46)  0.46
H (-1.77, -3.09, 0.78)  0.06
H (-0.85, -4.72, 0.53)  0.28
H (-0.62, -3.00, 3.37)  0.13
H (-2.16, -4.04, 2.98)  0.28
H (0.42, -5.06, 3.92)  0.30
H (0.06, -5.76, 2.38)  0.29
H (2.91, 0.08, -1.31)  1.15
H (0.07, 0.35, -1.87)  0.22
H (1.50, 0.88, -2.71)  0.32
H (2.29, -3.71, -3.22)  0.32
H (3.07, -1.94, -3.58)  0.34
H (1.21, -2.21, -3.58)  0.18
H (3.64, -2.92, 0.33)  0.41
H (4.29, -1.44, -0.62)  0.07
H (4.20, -4.34, -2.23)  0.26
C (-3.53, 2.26, -1.25)  -1.12
C (-3.57, 1.06, -2.17)  0.49
C (-4.92, 0.94, -2.87)  -1.49
O (-3.33, -0.13, -1.42)  -0.41
H (-4.28, 2.19, -0.47)  0.34
H (-2.56, 2.33, -0.75)  0.20
H (-3.69, 3.19, -1.81)  0.39
H (-2.78, 1.13, -2.92)  0.23
H (-5.73, 0.82, -2.14)  0.36
H (-4.95, 0.06, -3.52)  0.34
H (-5.13, 1.83, -3.47)  0.39
H (-4.03, -0.20, -0.75)  0.27
C (4.45, 2.57, 0.89)  -0.93
C (4.02, 3.11, -0.47)  0.37
C (3.30, 4.44, -0.33)  -1.31
O (3.17, 2.17, -1.11)  -0.44
H (3.58, 2.39, 1.53)  0.02
H (4.96, 1.61, 0.78)  0.25
H (5.12, 3.26, 1.40)  0.48
H (4.91, 3.24, -1.10)  0.30
H (2.39, 4.33, 0.27)  0.29
H (2.99, 4.81, -1.31)  0.33
H (3.94, 5.19, 0.14)  0.43
H (2.38, 2.05, -0.55)  0.11
C (3.76, 0.85, 5.80)  -1.19
C (2.53, 1.70, 5.52)  0.36
C (1.26, 0.88, 5.62)  -0.94
O (2.63, 2.26, 4.21)  -0.51
H (3.85, 0.04, 5.07)  0.23
H (4.67, 1.45, 5.72)  0.31
H (3.72, 0.42, 6.81)  0.40
H (2.49, 2.54, 6.23)  0.29
H (1.26, 0.07, 4.88)  0.04
H (0.38, 1.50, 5.40)  0.29
H (1.14, 0.45, 6.62)  0.41
H (2.67, 1.53, 3.58)  0.26
C (-2.39, 5.97, 0.93)  -1.18
C (-2.82, 6.51, -0.43)  0.35
C (-3.54, 7.84, -0.29)  -1.26
O (-3.67, 5.57, -1.07)  -0.49
H (-3.27, 5.79, 1.57)  0.33
H (-1.88, 5.01, 0.82)  0.25
H (-1.72, 6.67, 1.44)  0.39
H (-1.93, 6.64, -1.06)  0.25
H (-4.46, 7.73, 0.31)  0.34
H (-3.85, 8.22, -1.27)  0.32
H (-2.90, 8.59, 0.19)  0.37
H (-4.46, 5.45, -0.51)  0.34